Run 1
Below is an isolated molecule of C8H8N2O, with properties calculated with the ωB97M-V functional and the def2-TZVPD basis.

Each line ends with the Löwdin charge.
Positions of all 19 atoms, in Å:
O  -0.6466  1.5139  0.0582  -0.01
C  -1.1950  1.0696  -0.9446  -0.28
C  -1.8535  -0.1469  -1.1210  -0.07
C  -2.0498  -0.9921  -0.0424  -0.07
C  -1.4091  -0.8665  1.1968  -0.06
C  -0.2758  -0.1414  1.5657  0.00
N  0.8330  -0.0500  0.7323  -0.16
C  1.8424  0.8455  0.6604  -0.06
C  2.5973  0.5476  -0.4449  -0.04
C  1.9741  -0.5906  -0.9720  -0.13
N  0.9569  -0.9870  -0.2408  0.10
H  -1.2320  1.6764  -1.8438  0.11
H  -2.2798  -0.5746  -2.0452  0.11
H  -2.7916  -1.7336  -0.1505  0.09
H  -1.9359  -1.1796  2.0268  0.08
H  -0.1472  0.1251  2.5256  0.09
H  1.8107  1.6550  1.3889  0.14
H  3.4097  1.0615  -0.6231  0.04
H  2.3922  -1.2324  -1.7264  0.10

Its spin multiplicity is 1. The value obtained for the molar mass is 148.17 g mol⁻¹. The total charge is 0. The structure (SMILES) is O=C/C=C\C=C/n1cccn1. The LUMO energy (alpha / beta) is -0.385 / -0.384 eV.

---

Run 2
Below is an isolated molecule of C8H8N2O, with properties calculated with the ωB97M-V functional and the def2-TZVPD basis.

Each line ends with the Löwdin charge.
Positions of all 19 atoms, in Å:
O  -2.9303  -0.5344  -0.3354  -0.07
C  -2.6139  -1.7302  0.3336  -0.34
N  -1.4833  -1.5525  1.1515  -0.03
N  -1.2656  -0.2915  2.0928  0.24
C  -0.6508  -0.4672  0.9879  -0.36
C  0.4048  0.1503  0.2814  -0.13
C  1.0650  1.2216  0.9432  -0.02
C  2.2163  1.8242  0.4273  -0.06
C  2.5253  1.5227  -0.9212  -0.07
C  1.9050  0.4468  -1.5507  -0.12
C  0.9977  -0.2875  -0.9487  -0.04
H  -3.8761  -0.4365  -0.6795  0.13
H  -2.3515  -2.6957  -0.2546  0.13
H  -3.5248  -2.1245  1.0369  0.15
H  0.6197  1.4770  1.9105  0.12
H  2.9732  2.3745  1.0615  0.13
H  3.1604  2.1167  -1.5886  0.11
H  2.2391  0.1136  -2.5311  0.12
H  0.5897  -1.1274  -1.4169  0.10

Its spin multiplicity is 1. The value obtained for the molar mass is 148.17 g mol⁻¹. The total charge is 0. The structure (SMILES) is OCN1N=C1c1ccccc1. The LUMO energy is -0.031 eV.

---

Quick one: least stable of them? run 2

---

Run 1
Below is a structure of composition C7H9NO, with properties calculated with the ωB97M-V functional and the def2-TZVPD basis.

Each line ends with the Löwdin charge.
Positions of all 18 atoms, in Å:
C  -0.9845  -2.2948  0.4464  -0.32
C  0.0375  -0.0612  0.4158  -0.58
C  0.3211  -0.1247  -1.2444  -0.01
C  0.1095  1.4297  -0.8947  -0.24
C  -1.0997  0.9234  0.1108  -0.02
C  1.2020  1.8020  0.0903  -0.04
C  1.1157  0.7558  0.9118  -0.08
H  -1.0986  -3.2857  1.0456  0.14
H  0.8576  -1.6959  1.6360  0.25
H  1.2857  -0.2185  -1.6196  0.06
H  -0.4022  -0.8151  -1.8279  0.12
H  -0.1137  2.1940  -1.7792  0.15
H  -1.8614  0.3837  -0.5396  0.13
H  -1.2817  1.5073  1.0425  0.12
H  1.8790  2.6178  -0.0242  0.09
H  1.8615  0.2998  1.6460  0.13
N  -0.2751  -1.2003  1.1754  0.05
O  -1.5527  -2.2171  -0.5911  0.04

Its spin multiplicity is 1. The value obtained for the molar mass is 123.15 g mol⁻¹. The total charge is 0. The LUMO energy is 0.602 eV.

---

Run 2
Below is a structure of composition C7H9NO, with properties calculated with the ωB97M-V functional and the def2-TZVPD basis.

Each line ends with the Löwdin charge.
Positions of all 18 atoms, in Å:
C  1.8284  -0.0500  0.0485  -0.34
C  1.1166  -1.4438  -0.1055  -0.07
C  -0.2684  -0.9645  -0.1092  -0.36
C  -1.8072  -0.6536  -0.4389  -0.01
C  -1.3785  0.6416  0.4024  -0.26
C  -0.3083  1.5942  -0.1342  -0.04
C  1.0354  1.3141  -0.2164  0.00
H  1.3845  -2.0879  0.7283  0.12
H  1.4325  -1.9762  -1.0192  0.13
H  -0.0308  -0.3352  -0.9215  0.07
H  -2.5976  -1.2066  0.0654  0.09
H  -1.9994  -0.5688  -1.5230  0.11
H  -2.1909  1.1407  0.9572  0.13
H  0.1815  0.1092  1.7209  0.12
H  -0.5621  2.6294  -0.3905  0.10
H  1.7487  2.0851  -0.5129  0.10
N  -0.5868  -0.3255  1.1866  0.01
O  3.0025  0.0977  0.2619  0.09

Its spin multiplicity is 1. The value obtained for the molar mass is 123.15 g mol⁻¹. The total charge is 0. The LUMO energy is 0.281 eV.

---

Quick one: least stable of them? run 2

---

Run 1
Below is a cluster of 2 separate species, C6H11NO in total, with properties calculated with the ωB97M-V functional and the def2-TZVPD basis.

Each line ends with the Löwdin charge.
Positions of all 19 atoms, in Å:
C  -0.7079  -1.5352  -1.7039  -0.10
C  -1.1547  -1.2866  -0.2506  -0.21
C  -0.1584  -0.5026  0.5710  -0.27
C  -0.3406  0.8035  1.1485  -0.07
C  0.8834  1.2019  1.5877  -0.14
N  1.7998  0.2301  1.2977  0.01
C  1.1720  -0.8059  0.6641  -0.09
H  -1.5959  -1.5276  -2.3252  0.06
H  -0.0749  -0.7297  -2.0503  0.06
H  -0.2365  -2.5032  -1.7969  0.06
H  -2.0986  -0.7364  -0.2283  0.10
H  -1.3253  -2.2363  0.2591  0.10
H  -1.3234  1.2568  1.1495  0.10
H  1.2049  2.0753  2.1173  0.10
H  2.7682  0.2992  1.5780  0.15
H  1.6098  -1.7373  0.3347  0.12
O  -0.9308  1.6836  -2.1483  -0.06
H  -1.8785  1.5647  -2.0062  0.04
H  -0.5096  1.9792  -1.3233  0.03

Its spin multiplicity is 1. The value obtained for the molar mass is 113.16 g mol⁻¹. The total charge is 0. The structure (SMILES) is CCc1cc[nH]c1.O. The LUMO energy is 0.907 eV.

---

Run 2
Below is a structure of composition C6H11NO, with properties calculated with the ωB97M-V functional and the def2-TZVPD basis.

Each line ends with the Löwdin charge.
Positions of all 19 atoms, in Å:
C  2.1637  0.1416  0.2091  -0.16
C  1.0030  1.1182  -0.2700  -0.06
C  -0.1353  0.1571  -0.1035  -0.38
C  -1.3014  -0.0458  -1.0608  -0.20
C  -1.2837  0.1953  0.9427  -0.15
C  0.5765  -1.1601  0.1089  -0.29
H  2.2394  0.0103  1.2858  0.12
H  3.1657  0.4019  -0.1877  0.13
H  0.8751  2.0071  0.3167  0.10
H  1.3631  1.6067  -1.1916  0.12
H  -1.6631  0.8990  -1.3932  0.10
H  -1.2893  -0.6248  -1.9561  0.11
H  -3.1289  -0.5502  -0.0198  0.16
H  -1.6825  1.2630  0.9719  0.14
H  -1.2062  -0.3020  1.8731  0.09
H  0.4964  -1.4215  1.2769  0.16
H  0.0390  -1.9878  -0.4503  0.15
N  -2.0420  -0.5871  0.0114  -0.07
O  1.8106  -1.1209  -0.3637  -0.07

Its spin multiplicity is 1. The value obtained for the molar mass is 113.16 g mol⁻¹. The total charge is 0. The LUMO energy is 0.960 eV.

---

Run 3
Below is an isolated molecule of C6H11NO, with properties calculated with the ωB97M-V functional and the def2-TZVPD basis.

Each line ends with the Löwdin charge.
Positions of all 19 atoms, in Å:
C  -0.4283  -1.1027  1.2742  -0.07
C  0.0429  -1.0481  -0.0430  -0.56
C  1.4353  -0.6909  0.1963  -0.18
N  1.2509  0.7330  0.1269  -0.06
C  0.1755  1.5351  -0.5052  -0.15
C  -1.2581  0.7872  -0.8454  -0.09
C  -0.6181  -0.4685  -1.1416  -0.26
O  -1.0015  -1.8791  -0.7501  0.01
H  -1.4983  -0.7951  1.2601  0.09
H  -0.4993  -2.3119  1.5355  0.17
H  0.3605  -0.4316  2.0130  0.15
H  1.5458  -0.9549  1.3815  0.14
H  2.3706  -0.8472  -0.4671  0.15
H  1.3696  1.1403  1.0158  0.08
H  0.3588  1.9491  -1.5841  0.12
H  -0.0367  2.6241  -0.0587  0.15
H  -1.7804  1.4633  -1.4581  0.09
H  -1.7949  0.6872  0.0485  0.08
H  0.0058  -0.3894  -1.9985  0.15

Its spin multiplicity is 1. The value obtained for the molar mass is 113.16 g mol⁻¹. The total charge is 0. The structure (SMILES) is C[C@]12CNCC[C@@H]1O2. The LUMO energy is 0.875 eV.

---

Quick one: least stable of them? run 3

---

Run 1
Below is an isolated molecule of C6H11NO, with properties calculated with the ωB97M-V functional and the def2-TZVPD basis.

Each line ends with the Löwdin charge.
Positions of all 19 atoms, in Å:
C  -2.7263  -0.3996  0.9072  -0.05
C  -2.3538  0.4777  -0.0023  -0.06
C  -0.6923  1.2168  -0.1394  -0.48
O  -0.5675  2.3621  0.1710  0.07
N  0.0417  0.1720  -0.3045  -0.05
C  -0.1497  -1.0308  -1.0804  -0.07
C  1.7199  0.7057  -0.2540  -0.08
C  2.4405  -0.1613  0.7490  -0.11
H  -3.7700  -0.6182  1.1083  0.05
H  -2.0168  -0.8601  1.5832  0.05
H  -3.0417  0.9576  -0.6897  0.07
H  -1.0107  -0.9298  -1.7380  0.09
H  -0.3139  -1.8759  -0.4111  0.09
H  0.7414  -1.2322  -1.6761  0.08
H  1.7091  1.7579  0.0231  0.09
H  2.0911  0.5933  -1.2733  0.10
H  2.4039  -1.2141  0.4690  0.07
H  3.4931  0.1258  0.8181  0.08
H  2.0019  -0.0471  1.7398  0.08

Its spin multiplicity is 1. The value obtained for the molar mass is 113.16 g mol⁻¹. The total charge is 0. The structure (SMILES) is C=CC(=O)N(C)CC. The LUMO energy is 0.831 eV.

---

Run 2
Below is an isolated molecule of C6H11NO, with properties calculated with the ωB97M-V functional and the def2-TZVPD basis.

Each line ends with the Löwdin charge.
Positions of all 19 atoms, in Å:
C  1.0906  1.5799  -0.9197  -0.08
C  -0.0208  0.5551  -0.9642  -0.28
N  0.4642  -0.4559  -1.8869  0.07
C  0.9149  -1.4620  -1.2604  -0.16
O  0.6547  -1.4959  0.1089  -0.02
C  -0.2461  -0.4668  0.4626  -0.49
C  0.0277  0.2650  1.7232  -0.03
C  -1.6537  -0.9751  0.4501  -0.03
H  2.0295  1.0291  -0.5647  0.12
H  0.8301  2.3967  -0.2330  0.07
H  1.1366  2.2181  -1.7999  0.07
H  -1.1020  0.9230  -1.0941  0.15
H  1.6313  -2.1373  -1.6243  0.12
H  -0.9219  0.7854  2.0410  0.11
H  0.8226  1.0169  1.5731  0.07
H  0.3663  -0.3355  2.5418  0.08
H  -1.8289  -1.6080  1.3216  0.10
H  -1.8060  -1.5822  -0.3435  0.05
H  -2.3890  -0.2505  0.4685  0.06

Its spin multiplicity is 1. The value obtained for the molar mass is 113.16 g mol⁻¹. The total charge is 0. The structure (SMILES) is C[C@H]1N=COC1(C)C. The LUMO energy is 0.926 eV.

---

Run 3
Below is a cluster of 3 separate species, C6H11NO in total, with properties calculated with the ωB97M-V functional and the def2-TZVPD basis.

Each line ends with the Löwdin charge.
Positions of all 19 atoms, in Å:
C  2.9587  -1.4257  1.1113  -0.19
N  1.9821  -0.7043  0.9898  0.08
C  -1.0165  0.5722  -0.2873  0.00
C  0.0481  0.2338  -1.0887  -0.07
C  -0.2687  -1.1549  -1.5077  -0.20
C  -1.1386  -1.5639  -2.4190  0.01
C  -0.6804  1.2769  1.0259  -0.44
O  -1.6397  1.6999  1.7760  -0.12
H  2.9594  -2.1872  1.9068  0.07
H  3.9058  -1.3349  0.5626  0.07
H  -1.7331  4.1217  1.3902  0.03
H  -2.3016  4.1180  0.9158  0.04
H  -0.0434  2.1081  0.6096  0.18
H  1.0676  0.4514  -0.7529  0.07
H  -2.0167  0.6181  -0.7033  0.13
H  0.4889  -1.7884  -1.0431  0.10
H  -1.4727  -0.8937  -3.2007  0.07
H  -1.3515  -2.6172  -2.5406  0.06
H  0.0237  0.5498  1.5333  0.12

Its spin multiplicity is 1. The value obtained for the molar mass is 113.16 g mol⁻¹. The total charge is 0. The LUMO energy is -3.496 eV.

---

Quick one: least stable of them? run 3

---

Run 1
Below is a structure of composition C6H11NO, with properties calculated with the ωB97M-V functional and the def2-TZVPD basis.

Each line ends with the Löwdin charge.
Positions of all 19 atoms, in Å:
C  1.4480  -1.6785  -0.3429  0.00
C  1.0414  0.8636  1.3741  -0.05
C  0.0823  -1.0477  -0.2040  -0.38
C  0.0456  0.3377  0.3724  -0.44
N  -1.3903  0.5600  0.7085  0.10
O  -0.9049  -1.7875  0.1949  -0.02
H  -1.7292  -0.6778  0.6325  0.21
H  -1.7108  1.3208  0.0800  0.13
H  -1.5426  0.7256  1.7000  0.13
H  1.3405  -2.6683  -0.7805  0.09
H  2.1049  -1.0431  -0.9369  0.09
H  1.9203  -1.7960  0.6338  0.09
H  0.8724  0.4584  2.3758  0.08
H  0.9462  1.9519  1.4036  0.09
H  2.0581  0.6448  1.0534  0.08
C  -0.7026  0.4197  -2.0125  -0.18
C  -1.6534  0.9474  -2.5609  -0.10
H  -2.4289  1.4897  -3.0409  -0.03
H  0.2030  0.9792  -0.6505  0.10

Its spin multiplicity is 1. The value obtained for the molar mass is 113.16 g mol⁻¹. The total charge is 0. The LUMO energy is 0.390 eV.

---

Run 2
Below is a cluster of 2 separate species, C6H11NO in total, with properties calculated with the ωB97M-V functional and the def2-TZVPD basis.

Each line ends with the Löwdin charge.
Positions of all 19 atoms, in Å:
C  -1.5385  -1.4666  0.5412  0.05
C  -0.3036  -1.3723  0.1121  -0.31
N  0.7192  -2.2379  -0.2601  0.07
C  1.0180  -0.8043  -0.2698  -0.31
C  2.0067  -0.3176  0.7437  -0.06
H  -2.0388  -2.4164  0.6425  0.05
H  -2.1094  -0.6291  0.8960  0.04
H  0.6456  -2.7392  -1.1367  0.11
H  1.0577  -0.2911  -1.2318  0.13
H  1.7288  0.7229  0.9978  0.06
H  3.0191  -0.3532  0.3491  0.07
H  1.9564  -0.9173  1.6483  0.08
C  -0.1031  2.2328  0.1310  -0.01
C  -0.9226  1.6554  -0.7414  -0.29
O  -2.2206  1.3845  -0.4284  -0.02
H  0.8051  2.7001  -0.2008  0.06
H  -0.4070  2.3669  1.1516  0.07
H  -0.6525  1.5463  -1.7869  0.11
H  -2.6605  0.9363  -1.1574  0.10

Its spin multiplicity is 1. The value obtained for the molar mass is 113.16 g mol⁻¹. The total charge is 0. The structure (SMILES) is C=C1N[C@@H]1C.C=CO. The LUMO energy is 0.752 eV.

---

Run 3
Below is a cluster of 2 separate species, C6H11NO in total, with properties calculated with the ωB97M-V functional and the def2-TZVPD basis.

Each line ends with the Löwdin charge.
Positions of all 19 atoms, in Å:
C  -4.4434  -4.4315  -0.6173  -0.10
C  -3.2968  -3.4881  -0.8638  -0.16
C  -3.4334  -2.2655  -1.2585  -0.22
O  -3.5519  -1.1617  -1.6140  0.17
H  -4.4398  -4.7653  0.4198  0.07
H  -5.3915  -3.9433  -0.8240  0.07
H  -4.3535  -5.3079  -1.2582  0.07
H  -2.2997  -3.8637  -0.6997  0.11
C  3.0437  2.8694  -0.9867  -0.02
C  2.3587  2.0743  -0.1721  -0.26
N  2.2454  2.1908  1.1984  -0.11
C  3.1117  3.0893  1.9214  -0.13
H  3.6517  3.6833  -0.6367  0.03
H  2.9988  2.7274  -2.0504  0.03
H  1.7600  1.2677  -0.5761  0.10
H  2.0583  1.3218  1.6758  0.11
H  2.8545  3.0554  2.9785  0.08
H  2.9516  4.1044  1.5578  0.08
H  4.1757  2.8432  1.8058  0.08

Its spin multiplicity is 1. The value obtained for the molar mass is 113.16 g mol⁻¹. The total charge is 0. The structure (SMILES) is CC=C=O.C=CNC. The LUMO energy is 0.713 eV.

---

Quick one: least stable of them? run 1